1.
10
Properties=species:S:1:pos:R:3:nbo_charge:R:1 method="wB97M-V/def2-TZVPD" orbital_gap_ev=9.05 e_homo_ha=-0.1756 de_lowest_kcal_mol=0.0 total_charge=-1 lumo_ha=0.157 energy_ha=-359.1809 multiplicity=1
C 0.62 -0.19 -1.77 0.52
N 0.85 0.58 -0.70 -0.83
O 1.37 -0.30 -2.73 -0.70
H -0.33 -0.73 -1.72 0.12
H 0.22 0.56 0.12 0.45
H 1.78 0.97 -0.66 0.37
O -0.73 0.94 1.62 -0.80
C -1.12 -0.23 1.86 0.63
O -1.23 -1.18 1.06 -0.77
H -1.41 -0.42 2.92 0.00


2.
10
Properties=species:S:1:pos:R:3:nbo_charge:R:1 method="wB97M-V/def2-TZVPD" orbital_gap_ev=8.87 e_homo_ha=-0.1732 de_lowest_kcal_mol=3.8 total_charge=-1 lumo_ha=0.153 energy_ha=-359.1748 multiplicity=1
C 1.90 0.36 -0.76 0.52
N 0.97 0.26 0.20 -0.81
O 3.09 0.61 -0.59 -0.68
H 1.47 0.14 -1.75 0.10
H 0.03 -0.06 -0.05 0.45
H 1.19 0.62 1.11 0.38
O -1.81 0.21 -0.52 -0.81
C -2.16 -0.51 0.47 0.62
O -1.67 -1.57 0.86 -0.76
H -3.02 -0.06 1.02 0.00


3.
11
Properties=species:S:1:pos:R:3:nbo_charge:R:1 method="wB97M-V/def2-TZVPD" orbital_gap_ev="8.23 / 8.23" e_homo_ha="-0.3627 / -0.3631" de_lowest_kcal_mol=75.2 total_charge=0 lumo_ha="-0.060 / -0.060" energy_ha=-700.3830 multiplicity=1
C -0.14 1.19 -0.01 0.79
C 1.20 0.49 -0.03 -0.39
N 1.20 -0.89 0.19 -0.67
O -0.14 2.36 -0.07 -0.51
O -2.30 -1.81 0.73 -0.98
O -1.29 0.41 -0.01 -0.78
P -1.30 -1.17 -0.16 1.83
H 1.47 0.68 -1.07 0.22
H 1.90 0.98 0.69 0.24
H 1.10 -1.06 1.15 0.33
H -1.70 -1.18 -1.42 -0.08


4.
11
Properties=species:S:1:pos:R:3:nbo_charge:R:1 method="wB97M-V/def2-TZVPD" orbital_gap_ev=10.98 e_homo_ha=-0.3814 de_lowest_kcal_mol=17.6 total_charge=0 lumo_ha=0.022 energy_ha=-700.4747 multiplicity=1
C 0.79 -1.13 0.16 0.77
C -0.59 -0.77 -0.53 -0.38
N -1.06 0.51 0.06 -0.97
O 1.39 -2.11 -0.07 -0.51
O 1.22 -0.11 0.93 -0.74
O 1.02 1.72 -0.84 -1.07
P 0.44 1.21 0.36 2.07
H -0.47 -0.62 -1.56 0.25
H -1.39 -1.53 -0.63 0.25
H -1.78 0.66 0.83 0.42
H 0.41 2.18 1.29 -0.09


5.
11
Properties=species:S:1:pos:R:3:nbo_charge:R:1 method="wB97M-V/def2-TZVPD" orbital_gap_ev="7.11 / 7.09" e_homo_ha="-0.3370 / -0.3370" de_lowest_kcal_mol=148.1 total_charge=0 lumo_ha="-0.076 / -0.076" energy_ha=-700.2668 multiplicity=1
C -0.57 -1.33 0.13 0.79
C -1.09 0.06 0.47 -0.34
N -0.24 0.99 -0.26 -0.95
O -1.07 -2.37 0.37 -0.52
O 3.48 0.96 0.93 -0.16
O 0.62 -1.23 -0.54 -0.76
P 1.22 0.28 -0.74 1.19
H -2.13 0.16 0.14 0.23
H -1.06 0.18 1.56 0.22
H -0.23 1.94 0.09 0.41
H 1.07 0.35 -2.15 -0.10


6.
15
Properties=species:S:1:pos:R:3:nbo_charge:R:1 method="wB97M-V/def2-TZVPD" orbital_gap_ev="5.18 / 5.18" e_homo_ha="-0.0118 / -0.0117" de_lowest_kcal_mol=5.6 s2=0.76 total_charge=-2 lumo_ha="0.179 / 0.179" energy_ha=-2554.8372 multiplicity=2
Sc 0.89 0.35 -0.07 1.35
S 3.84 3.30 2.02 -1.02
Sb 3.17 2.79 -0.14 0.85
S 3.35 0.39 -0.45 -0.90
S 0.66 2.78 -0.20 -0.92
N -1.44 0.12 -0.33 -0.84
C -1.76 -1.28 0.00 -0.34
C -0.68 -2.14 -0.69 0.78
O -1.05 -3.04 -1.44 -0.70
O 0.51 -1.75 -0.44 -0.77
H -1.73 0.79 0.38 0.41
H -1.84 0.39 -1.22 0.37
H -2.74 -1.61 -0.32 0.18
H -1.65 -1.39 1.08 0.22
O 0.47 0.29 1.84 -0.66


7.
14
Properties=species:S:1:pos:R:3:nbo_charge:R:1 method="wB97M-V/def2-TZVPD" orbital_gap_ev=9.05 e_homo_ha=-0.2041 de_lowest_kcal_mol=38.9 smiles="N#[S@@]1([O-])OCCS(=O)(=O)O1" total_charge=-1 lumo_ha=0.128 energy_ha=-1305.8983 multiplicity=1
C -1.23 -0.32 -0.44 -0.08
C -0.85 -0.23 1.10 -0.66
N 0.80 -1.11 -2.35 -1.13
O 1.58 -0.55 2.26 -0.97
O 0.94 1.71 1.46 -0.95
O 1.80 1.26 -1.98 -0.94
O 1.62 -0.15 -0.11 -0.94
O -0.53 0.74 -1.05 -0.73
S 0.98 0.27 1.22 2.36
S 0.98 0.13 -1.71 2.22
H -1.14 -1.30 -0.89 0.21
H -2.36 -0.23 -0.55 0.16
H -1.37 0.72 1.28 0.23
H -1.22 -0.93 1.75 0.22


8.
9
Properties=species:S:1:pos:R:3:nbo_charge:R:1 method="wB97M-V/def2-TZVPD" orbital_gap_ev=10.45 e_homo_ha=-0.3801 de_lowest_kcal_mol=12.8 smiles=CP(O)C#N total_charge=0 lumo_ha=0.004 energy_ha=-549.9202 multiplicity=1
C -2.67 0.05 0.01 -0.06
C 0.32 0.54 -0.33 -0.95
N -3.68 0.57 0.03 -0.38
O -0.49 -1.62 0.73 -0.96
P -0.86 -0.83 -0.68 1.12
H 0.08 0.73 0.74 0.26
H 0.01 1.26 -0.97 0.23
H 1.31 -0.02 -0.45 0.25
H -0.59 -2.51 0.53 0.49


Repeat the first record exactly.
10
Properties=species:S:1:pos:R:3:nbo_charge:R:1 method="wB97M-V/def2-TZVPD" orbital_gap_ev=9.05 e_homo_ha=-0.1756 de_lowest_kcal_mol=0.0 total_charge=-1 lumo_ha=0.157 energy_ha=-359.1809 multiplicity=1
C 0.62 -0.19 -1.77 0.52
N 0.85 0.58 -0.70 -0.83
O 1.37 -0.30 -2.73 -0.70
H -0.33 -0.73 -1.72 0.12
H 0.22 0.56 0.12 0.45
H 1.78 0.97 -0.66 0.37
O -0.73 0.94 1.62 -0.80
C -1.12 -0.23 1.86 0.63
O -1.23 -1.18 1.06 -0.77
H -1.41 -0.42 2.92 0.00